Record 1
This record from OMol25 describes C5H11NOS as an isolated structure. The level of theory is the ωB97M-V functional and the def2-TZVPD basis.

Last column: natural (NBO) charge in e.
Element x y z (Å)
H (0.2341, 2.1519, 0.8703)  0.213
H (-1.9032, 1.0838, -0.1657)  0.211
H (-0.6518, 0.3542, -4.1031)  0.417
C (0.3154, -0.5994, 1.6178)  -0.615
H (1.4313, -0.9254, 1.5338)  0.218
H (-2.3015, -0.7253, 0.1492)  0.231
H (-0.1671, -1.4804, 2.1259)  0.224
O (-1.5884, -2.0728, -2.3742)  -0.934
N (-0.3090, -0.0914, -3.2510)  -1.173
H (0.1727, 0.2711, 2.2854)  0.217
C (-1.5761, 0.0866, -0.0221)  -0.403
C (0.4572, -0.9697, -0.9020)  -0.608
H (0.7196, -2.0183, -0.5065)  0.245
H (0.3715, 1.6125, -0.8957)  0.220
C (-0.1079, -0.0789, 0.3289)  -0.141
C (0.6036, 1.3466, 0.1513)  -0.618
H (1.7004, 1.3263, 0.0810)  0.221
S (-0.9554, -0.7999, -2.1028)  1.821
H (1.3653, -0.4583, -1.4491)  0.254

Results
LUMO energy in eV: -0.253
Energy relative to the best compared isomer or geometry (same formula, charge and spin) in kcal/mol: 122.17
Total charge: 0

***

Record 2
This record from OMol25 describes an isolated ion of composition C5H6N4O3PS and charge -1. The level of theory is the ωB97M-V functional and the def2-TZVPD basis.

Last column: natural (NBO) charge in e.
Element x y z (Å)
H (2.4533, 1.6905, -1.2523)  0.254
S (-1.1194, 3.1120, 0.3626)  -0.049
H (-3.2647, 2.1100, 0.7536)  0.224
C (-2.0144, 0.6001, -0.0525)  -0.248
H (2.2059, -2.4346, 1.4144)  0.366
C (1.4729, 0.0747, -0.1591)  0.303
N (2.5660, -1.5314, 1.2281)  -0.629
N (-0.7719, 0.0405, -0.2752)  -0.235
O (-2.0003, -1.8124, -0.3681)  -0.694
O (-4.1769, -0.6747, -1.1409)  -1.106
N (1.4311, -0.8417, 0.7475)  -0.240
O (-3.6031, -0.8921, 1.3922)  -1.114
P (-3.2279, -0.6830, -0.0166)  2.311
H (3.1144, -0.1197, -1.5284)  0.215
H (3.2855, -1.5606, 0.4881)  0.328
C (-0.8696, -1.3534, -0.5738)  0.365
C (-2.2222, 1.8634, 0.3605)  -0.364
N (0.3853, 0.7585, -0.3906)  -0.213
C (2.7121, 0.7062, -0.8178)  -0.687
H (3.6438, 0.9479, -0.1716)  0.214

Results
LUMO energy (alpha / beta) in eV: 1.996 / 1.639
Total charge: -1

***

Record 3
This record from OMol25 describes C36H45N8O8Re as an isolated structure. The level of theory is the ωB97M-V functional and the def2-TZVPD basis.

Last column: Mulliken spin population.
Element x y z (Å)
N (0.1254, 1.1082, -2.6247)  0.034
N (2.4306, 2.1751, 2.0836)  0.001
C (4.4693, 0.9080, -2.9126)  0.046
C (-0.9638, 2.4555, -4.4337)  -0.001
C (0.0718, 2.4197, -3.2965)  -0.004
H (1.3234, -2.0216, 3.3241)  0.001
H (-0.8350, 0.8167, -2.4233)  -0.003
C (1.2762, -4.4073, 1.0712)  -0.003
H (5.1472, 2.9571, -3.3627)  0.000
C (0.2489, -3.8207, 0.3566)  0.002
H (-1.2910, -1.8554, -3.1310)  0.000
H (-0.6950, -4.3347, 0.2532)  0.000
C (-0.0609, 3.5655, -2.2362)  0.018
H (4.0974, -1.7650, 2.0544)  -0.001
N (-2.5692, 4.3767, -0.5791)  0.000
N (1.8831, -0.6838, -0.7650)  -0.048
N (-3.7252, 2.4630, -1.0422)  0.000
H (-4.4067, 2.6249, -3.7426)  0.000
C (-3.0478, -3.3195, 2.0486)  -0.001
C (0.4125, -2.5775, -0.2310)  0.007
C (0.6003, -2.3479, 4.0717)  -0.001
C (-1.3587, -1.7736, 2.6235)  -0.006
C (2.6712, -2.4733, 0.6670)  -0.009
C (-0.4808, -2.2743, -2.5399)  0.007
C (-1.0256, 2.2394, 1.2459)  0.030
H (-3.9407, -0.4031, 1.9713)  0.000
H (-2.7462, 1.3333, -4.9032)  0.000
O (0.4151, 3.8111, 5.3443)  0.000
C (-0.6743, -2.7093, 3.3804)  -0.002
C (0.6844, 2.9468, 3.1846)  0.000
H (1.0073, -3.1936, 4.6193)  0.000
H (1.0596, 2.6049, -3.7384)  0.000
H (-3.9676, -1.3922, 0.5078)  0.000
H (-3.6626, 2.2512, -0.0572)  0.000
N (1.3755, 1.9488, 1.3025)  0.015
C (3.3993, 0.4865, -2.0977)  0.003
H (-0.5691, 1.8443, -5.2501)  -0.001
H (-0.6919, -4.7487, 3.9951)  0.000
O (-1.2248, 0.5122, 3.0349)  -0.005
H (-3.4660, 3.7072, -4.7687)  0.000
H (3.3649, 1.9128, 1.7946)  0.000
H (-2.6422, -0.2354, 0.7935)  0.001
C (-3.3193, -0.9480, 1.2609)  -0.002
N (-3.1171, 3.9378, -2.7600)  0.000
H (5.2758, -3.4335, 0.6137)  0.000
C (2.4692, -3.7291, 1.2265)  0.005
H (3.2615, -4.1825, 1.8025)  0.000
C (0.2952, 2.4128, 1.9405)  0.015
H (2.7405, 3.0378, 4.0104)  0.000
H (5.1379, -2.3560, -0.7597)  -0.001
C (-2.5603, -2.0168, 1.9860)  0.000
H (-3.9644, -3.5509, 1.5244)  0.000
H (-1.6428, -2.4612, -0.7352)  -0.003
H (-0.7647, -0.9318, -0.8601)  0.037
Re (0.9887, 1.2768, -0.5987)  0.788
O (-1.3978, 3.7493, 4.0765)  0.000
O (0.2863, -0.4207, 1.6483)  -0.034
H (6.0883, -1.8644, 0.6311)  0.000
N (2.7664, 1.6047, -1.5770)  -0.050
H (0.5101, 0.4231, -3.2775)  0.001
C (3.4042, 2.6773, -2.0358)  0.067
C (-0.7039, -2.0052, -1.0527)  -0.012
H (-2.1450, -6.4381, 2.8945)  0.000
H (5.1576, 0.2778, -3.4414)  0.001
H (3.3337, -1.6705, -1.8937)  -0.002
H (-1.7218, 3.4157, 3.2014)  0.000
H (3.0846, 3.6696, -1.7711)  0.003
O (-0.5505, 4.6320, -2.5796)  0.006
O (-1.0289, 1.4838, 0.2311)  0.110
H (1.1447, -5.3841, 1.5116)  0.000
C (-2.3827, 1.9624, -4.0892)  0.001
C (-2.3813, -4.3098, 2.7559)  -0.001
H (-2.4482, 4.6747, -2.9719)  0.000
C (-2.9400, -5.6977, 2.8320)  0.000
C (2.0597, 2.7680, 3.2281)  0.015
C (3.9604, -1.7513, 0.9702)  -0.005
C (-0.1200, 3.5401, 4.3026)  0.001
C (-3.1285, 3.5785, -1.4730)  -0.002
H (-3.5609, -5.7993, 3.7221)  0.000
C (5.1891, -2.3916, 0.3239)  0.000
H (0.4353, -1.5197, 4.7617)  0.000
H (-3.5665, -5.9078, 1.9690)  0.000
C (1.6371, -1.9086, -0.0988)  -0.020
H (-0.4451, -3.3432, -2.7310)  0.001
C (-0.6728, -0.3764, 2.4106)  0.014
C (-3.4202, 3.0753, -3.8808)  0.000
H (-1.0061, 3.4816, -4.7992)  0.000
C (2.8955, -0.7209, -1.6135)  0.006
O (0.3851, 3.3079, -1.0863)  0.000
O (-2.0237, 2.8704, 1.6276)  0.001
H (-1.9172, 5.0821, -0.8918)  0.000
H (-2.4929, 4.0408, 0.3840)  0.000
C (-1.2067, -3.9908, 3.4248)  -0.001
H (-2.3791, 1.3408, -3.1907)  -0.001
H (3.8942, -0.7088, 0.6594)  0.004
C (4.4691, 2.2908, -2.8660)  -0.016
H (0.4617, -1.8430, -2.8698)  -0.004
H (-4.3413, 1.9174, -1.6191)  0.000

Results
LUMO energy (alpha / beta) in eV: -5.657 / -5.113
Multiplicity: 2
Energy relative to the best compared isomer or geometry (same formula, charge and spin) in kcal/mol: 63.21
Total charge: +1

***

Record 4
This record from OMol25 describes C3H7AlO2 as an isolated structure. The level of theory is the ωB97M-V functional and the def2-TZVPD basis.

Last column: Mulliken spin population.
Element x y z (Å)
H (-0.0894, -0.3067, 1.5256)  -0.004
H (-2.8895, 0.2191, 1.1506)  0.004
C (0.9706, -0.4287, -1.5632)  0.276
C (1.0543, 0.1576, -0.3320)  0.195
H (0.8690, 1.2374, -0.2263)  0.011
H (-2.0113, 0.6247, -0.3507)  0.001
O (-1.0093, -0.5562, 1.0388)  0.094
O (1.7641, -0.4024, 0.6663)  0.084
Al (3.1995, -1.1547, 0.2541)  0.313
H (-1.5918, 1.4434, 1.1818)  -0.002
H (0.7398, 0.2002, -2.4244)  0.013
H (0.9004, -1.5167, -1.6592)  0.011
C (-1.9065, 0.4831, 0.7387)  0.004

Results
LUMO energy (alpha / beta) in eV: -4.528 / -8.662
Multiplicity: 2
Energy relative to the best compared isomer or geometry (same formula, charge and spin) in kcal/mol: 49.86
Total charge: +1